Entry 1:
C36H28F3N3O4 in the gas phase. Source: the OMol25 dataset; level of theory: the ωB97M-V functional and the def2-TZVPD basis.

Summary:
* Kohn-Sham gap: 0.345 hartree
* energy above the lowest of the compared OMol25 structures with the same formula, charge and spin: 0.000 eV
* F_max: 0.541 eV/A
* E_tot: -58603.3998 eV

Structure (ORCA input):
```
! RIJCOSX wB97M-V def2-TZVPD def2/J DEFGRID3
* xyz 0 1
C 2.867 -1.618 0.416
H -1.691 -2.924 0.807
C 0.913 3.510 -1.000
C 0.351 2.063 -1.024
F 7.078 -3.039 -1.199
H -2.399 -4.919 -1.573
C -3.192 1.312 -0.961
C -4.020 -4.192 -0.378
H 6.131 -0.732 -1.442
C 3.952 -2.470 0.482
C -3.718 -1.813 -1.776
H -3.247 -2.868 2.707
C -4.239 -0.671 3.982
C -2.871 -1.943 2.296
C 5.124 -2.150 -0.191
N -2.741 0.458 -1.941
H -3.030 1.388 2.749
H -0.842 -0.853 -0.165
H -1.093 2.754 -2.501
C 4.137 -0.115 -0.981
C 3.422 3.495 -0.898
O 1.074 0.148 1.802
N 0.084 1.593 0.312
H 1.957 -1.861 0.939
H 5.549 3.395 -0.717
O -0.792 -0.055 -3.027
H 1.081 3.822 -2.032
C 1.496 1.166 -1.488
C -2.025 2.208 -0.577
C 6.314 -3.060 -0.096
F 5.979 -4.343 0.110
H -5.594 -3.191 0.673
H 3.360 3.467 2.947
C -1.509 -0.804 0.685
C 2.960 -0.436 -0.312
H 1.258 3.595 1.691
H -4.576 -0.082 -2.696
C 4.590 3.412 1.196
C -3.041 -4.079 -1.351
H -2.369 3.236 -0.460
H 3.887 -3.387 1.047
C -4.834 -3.110 -0.090
H -5.318 -1.078 -0.564
H 5.515 3.353 1.749
H 4.202 0.799 -1.547
O 2.029 1.162 -2.561
C 2.196 3.543 1.159
H -4.531 -1.668 4.300
C -3.591 -0.541 -2.573
C -1.013 2.006 -1.708
C -1.995 -1.977 1.227
H 0.172 4.166 -0.539
C 0.984 0.664 0.723
H -3.148 -0.751 -3.550
H 3.438 3.499 -1.978
F 7.129 -2.722 0.925
O -4.310 1.337 -0.524
N 1.861 0.445 -0.372
C 4.609 3.432 -0.188
H -4.145 -5.122 0.157
H -2.125 -2.803 -2.807
C -1.428 0.669 -2.315
C -1.863 0.417 1.247
H -3.796 -0.150 4.829
C -3.271 -0.733 2.842
C 3.382 3.475 1.868
C 2.205 3.542 -0.230
C -2.744 0.440 2.315
C -4.685 -1.924 -0.786
C 5.217 -0.973 -0.922
C -1.304 1.718 0.719
C -2.887 -2.893 -2.046
H -1.394 2.481 1.502
H -5.132 -0.123 3.685
*
```

=====

Entry 2:
A molecular structure, C5H8N2 in a non-equilibrium geometry. Source: the OMol25 dataset; level of theory: the ωB97M-V functional and the def2-TZVPD basis.

Summary:
* Kohn-Sham gap (spin up / spin down): 0.306 / 0.284 hartree
* energy above the lowest of the compared OMol25 structures with the same formula, charge and spin: 5.006 eV
* F_max: 2.292 eV/A
* E_tot: -8289.9903 eV

Structure (ORCA input):
```
! RIJCOSX wB97M-V def2-TZVPD def2/J DEFGRID3
* xyz 0 1
H 0.326 2.371 -1.676
H 0.274 -1.391 -1.731
C 0.343 -0.180 0.774
H -0.622 0.593 2.379
H 1.364 -0.521 0.549
H 0.722 -0.263 2.754
H 1.759 1.272 -1.251
H -1.501 -0.981 -1.765
H -1.145 1.092 -0.247
N 0.326 0.388 2.085
C -0.582 -1.329 0.296
C -0.130 0.713 -0.394
C 0.699 1.491 -1.158
N -1.257 -2.295 0.575
C -0.575 -0.957 -1.189
*
```

=====

Entry 3:
CH3IS in the gas phase in a non-equilibrium geometry. Source: the OMol25 dataset; level of theory: the ωB97M-V functional and the def2-TZVPD basis.

Summary:
* Kohn-Sham gap (spin up / spin down): 0.283 / 0.191 hartree
* energy above the lowest of the compared OMol25 structures with the same formula, charge and spin: 1.215 eV
* F_max: 3.802 eV/A
* E_tot: -20016.4528 eV

Structure (ORCA input):
```
! RIJCOSX wB97M-V def2-TZVPD def2/J DEFGRID3
* xyz 0 3
H -1.107 -0.456 1.671
H 0.941 2.102 -1.930
C -0.864 -1.195 0.948
I -0.438 0.061 -0.724
S 1.783 1.579 -1.076
H -0.315 -2.091 1.111
*
```